(1)
Here is 12 unconnected molecules or ions with the total composition C54H129N3O12 at a distorted geometry from OMol25. Energies are from the ωB97M-V functional and the def2-TZVPD basis.

Cartesian coordinates (Å):
C1 -1.6630 -5.7450 -3.9166
C2 -1.7669 -4.6390 -2.8494
C3 -3.2676 -4.2381 -2.7231
C4 -3.9978 -5.3011 -1.9325
C5 -3.3893 -5.4138 -0.5556
C6 -1.8948 -5.8430 -0.5356
N1 -1.1817 -5.0113 -1.5371
O1 0.1389 -5.4679 -1.7217
C7 -1.3264 -5.5996 0.8333
C8 -1.8360 -7.3606 -0.8961
C9 -1.0507 -3.3601 -3.3197
H1 -2.2788 -6.6100 -3.6793
H2 -0.6316 -6.0950 -3.9646
H3 -1.9902 -5.3101 -4.8600
H4 -3.3818 -3.2330 -2.3159
H5 -3.6344 -4.2218 -3.7525
H6 -4.0445 -6.2483 -2.4686
H7 -5.0379 -4.9854 -1.7918
H8 -3.9153 -6.1870 0.0093
H9 -3.4522 -4.4650 -0.0159
H10 -1.2176 -4.5300 1.0270
H11 -1.9850 -6.0472 1.5813
H12 -0.3296 -6.0238 0.9783
H13 -2.0911 -7.6094 -1.9237
H14 -0.8466 -7.7873 -0.7376
H15 -2.5813 -7.8033 -0.2321
H16 -1.4388 -2.5784 -2.6689
H17 -1.2385 -3.1455 -4.3739
H18 0.0380 -3.3675 -3.2333
H19 0.7065 -4.8910 -1.1899
C10 2.0956 2.1332 -0.6340
C11 2.1341 0.9869 0.3775
C12 1.3134 1.3972 1.5828
C13 -0.1904 1.4007 1.4672
C14 -0.5611 -0.0384 1.0845
C15 0.1645 -0.5643 -0.1314
N2 1.6037 -0.2999 -0.0902
O2 2.3418 -0.8739 -1.1369
C16 -0.0884 -2.0739 -0.2066
C17 -0.4779 0.0561 -1.4002
C18 3.5631 0.7728 0.8998
H20 1.0925 2.5167 -0.8155
H21 2.5638 1.9628 -1.6085
H22 2.7105 2.9579 -0.2593
H23 1.5408 0.8583 2.5120
H24 1.6539 2.3969 1.8945
H25 -0.5840 2.1156 0.7351
H26 -0.6977 1.7219 2.3780
H27 -1.6357 -0.0431 0.8911
H28 -0.3953 -0.6656 1.9645
H29 0.4242 -2.6285 0.5806
H30 -1.1554 -2.2967 -0.2344
H31 0.3086 -2.3813 -1.1748
H32 -0.2241 1.1138 -1.4902
H33 -0.1071 -0.4182 -2.3123
H34 -1.5651 -0.0313 -1.4272
H35 3.6857 -0.1502 1.4627
H36 3.8473 1.6069 1.5454
H37 4.2885 0.8056 0.0826
H38 2.0346 -0.3986 -1.9347
C19 -7.5706 2.0344 1.0161
C20 -6.8963 1.8758 -0.3601
C21 -5.9231 3.0407 -0.5734
C22 -4.6912 2.9768 0.3224
C23 -4.0064 1.6454 0.0022
C24 -4.8857 0.3854 0.1850
N3 -6.1594 0.6184 -0.5032
O3 -7.0432 -0.4806 -0.3618
C25 -4.1899 -0.7683 -0.5319
C26 -4.9372 0.1278 1.6970
C27 -7.9795 1.9733 -1.4400
H39 -6.9501 2.4659 1.8056
H40 -7.8744 1.0558 1.4015
H41 -8.4931 2.6179 1.0809
H42 -5.6115 3.0887 -1.6222
H43 -6.4529 3.9862 -0.4134
H44 -4.9742 2.9943 1.3739
H45 -4.0647 3.8318 0.0717
H46 -3.1516 1.5837 0.6850
H47 -3.5265 1.6476 -0.9832
H48 -3.2680 -1.0252 0.0011
H49 -4.7596 -1.6982 -0.5221
H50 -3.8876 -0.4883 -1.5407
H51 -5.4523 0.8698 2.3022
H52 -5.4120 -0.8475 1.8522
H53 -3.9236 0.0333 2.0893
H54 -8.7630 1.2223 -1.4717
H55 -7.4919 1.9541 -2.4228
H56 -8.3584 2.9941 -1.3637
H57 -7.2524 -0.6964 -1.2769
C28 1.3571 -0.9997 -5.9097
C29 2.4366 -0.4718 -4.9410
C30 3.4226 0.4665 -5.5758
O4 1.8737 0.1582 -3.7833
H58 1.8398 -1.4988 -6.7498
H59 0.7730 -0.1815 -6.3284
H60 0.7542 -1.7117 -5.3497
H61 3.0035 -1.3082 -4.5286
H62 4.2715 0.6116 -4.9048
H63 3.0199 1.4389 -5.8562
H64 3.9006 -0.0462 -6.4182
H65 1.1071 0.7009 -4.0343
C31 -0.0864 2.9760 4.7884
C32 -1.4197 3.2610 5.4891
C33 -2.5672 2.4825 4.8143
O5 -1.3758 2.7484 6.8291
H66 -0.0128 1.8836 4.7129
H67 0.8025 3.1941 5.3865
H68 -0.0267 3.4425 3.8072
H69 -1.5962 4.3321 5.5861
H70 -2.2472 1.4977 4.4711
H71 -2.9702 2.9878 3.9258
H72 -3.3853 2.4167 5.5262
H73 -0.8278 1.9565 6.8527
C34 3.4588 4.8903 2.0705
C35 4.1335 4.1760 3.2470
C36 5.5185 3.7052 2.8115
O6 4.2771 5.1087 4.3098
H74 2.3894 5.0316 2.2561
H75 3.5843 4.2911 1.1672
H76 3.8595 5.8906 1.9114
H77 3.5553 3.2945 3.5379
H78 6.0320 3.2257 3.6454
H79 6.1246 4.5196 2.4152
H80 5.4248 2.9609 2.0208
H81 3.4559 5.2140 4.7966
C37 5.1004 4.7322 -3.3595
C38 5.9025 3.6900 -2.5933
C39 5.5636 2.2568 -2.9939
O7 7.2876 3.9462 -2.7834
H82 5.2628 4.5976 -4.4320
H83 5.5198 5.7187 -3.1630
H84 4.0623 4.6186 -3.0569
H85 5.5981 3.7417 -1.5355
H86 4.4730 2.1570 -2.9543
H87 6.0065 1.4984 -2.3520
H88 5.8061 2.1271 -4.0514
H89 7.7865 3.3542 -2.2118
C40 2.9786 -4.3623 2.0606
C41 4.0325 -4.1380 0.9841
C42 4.9732 -5.3031 0.7998
O8 3.3730 -3.8506 -0.2569
H90 2.3697 -5.1947 1.7047
H91 2.4327 -3.4274 2.1940
H92 3.4329 -4.6251 3.0175
H93 4.6494 -3.2684 1.2384
H94 4.4273 -6.1851 0.4457
H95 5.2959 -5.6614 1.7823
H96 5.8000 -5.0687 0.1365
H97 3.1953 -2.9014 -0.2302
C43 -1.7792 3.6681 -4.8090
C44 -1.5309 2.3082 -4.1498
C45 -2.7817 1.4291 -4.0664
O9 -0.4253 1.6577 -4.7538
H98 -2.5204 4.2046 -4.2154
H99 -2.1690 3.5792 -5.8283
H100 -0.8677 4.2586 -4.8904
H101 -1.2883 2.5318 -3.1070
H102 -3.6601 1.9000 -3.6262
H103 -2.5764 0.4929 -3.5502
H104 -3.0568 1.2057 -5.1051
H105 -0.5747 1.6837 -5.7065
C46 4.5342 -1.8844 5.4238
C47 5.4720 -2.7657 4.6136
C48 5.9778 -1.9962 3.3977
O10 6.6532 -3.0002 5.4113
H106 5.0549 -1.0264 5.8501
H107 4.1226 -2.4590 6.2557
H108 3.7411 -1.4409 4.8155
H109 5.0606 -3.7199 4.2778
H110 6.3809 -1.0394 3.7432
H111 5.1612 -1.7202 2.7246
H112 6.7559 -2.4568 2.7906
H113 6.4770 -3.7999 5.9196
C49 -0.3302 -3.6829 3.9540
C50 -1.0152 -2.3562 4.2824
C51 -2.3811 -2.2558 3.5818
O11 -1.2157 -2.1505 5.6585
H114 -1.0507 -4.4928 3.7710
H115 0.2470 -4.0527 4.8047
H116 0.2734 -3.7652 3.0480
H117 -0.3633 -1.5644 3.9078
H118 -2.8134 -1.2640 3.7462
H119 -3.1316 -2.9300 4.0048
H120 -2.3674 -2.3965 2.4977
H121 -1.8449 -2.7978 5.9938
C52 -0.8529 4.9115 -0.4301
C53 0.2320 5.9498 -0.7798
C54 0.6010 5.8242 -2.2438
O12 -0.3897 7.2226 -0.6069
H122 -0.8069 3.9790 -0.9886
H123 -1.8616 5.3124 -0.5678
H124 -0.8090 4.7899 0.6561
H125 1.0132 5.7547 -0.0409
H126 1.4028 6.5261 -2.5015
H127 -0.2388 6.1497 -2.8570
H128 0.9368 4.8213 -2.5149
H129 0.2671 7.9194 -0.5138

Summary:
F_max, eV/A: 2.45
Relative energy (zero: lowest compared OMol25 entry of this formula, charge and spin), kJ/mol: 140.5
HOMO, hartree: -0.2963
E, hartree: -3201.84693
SMILES: CC1(C)CCCC(C)(C)N1O.CC1(C)CCCC(C)(C)N1O.CC1(C)CCCC(C)(C)N1O.CC(C)O.CC(C)O.CC(C)O.CC(C)O.CC(C)O.CC(C)O.CC(C)O.CC(C)O.CC(C)O
Lowest unoccupied orbital energy, Ha: 0.0134
HOMO-LUMO gap, eV: 8.426



(2)
Here is C3H5NOS in the gas phase at a distorted geometry from OMol25. Energies are from the ωB97M-V functional and the def2-TZVPD basis.

Cartesian coordinates (Å):
C1 -0.2386 -1.0297 0.0764
C2 1.8826 0.1002 -0.4024
C3 -1.0537 0.0198 0.7317
N1 0.9296 -0.8496 -0.3170
O1 2.7095 0.5014 0.3823
S1 -0.8147 1.6263 -0.1706
H1 -0.6320 -1.9482 -0.0712
H2 1.8414 0.3273 -1.5054
H3 -2.1438 -0.2973 0.8432
H4 -0.8176 0.3289 1.6916
H5 -1.6626 1.2209 -1.2586

Summary:
F_max, eV/A: 3.37
Relative energy (zero: lowest compared OMol25 entry of this formula, charge and spin), kJ/mol: 204.5
HOMO, hartree: -0.3570
E, hartree: -645.43380
SMILES: O=C/N=C\CS
Lowest unoccupied orbital energy, Ha: 0.0089
HOMO-LUMO gap, eV: 9.959



(3)
Here is C6H8N4O in the gas phase at a distorted geometry from OMol25. Energies are from the ωB97M-V functional and the def2-TZVPD basis.

Cartesian coordinates (Å):
C1 1.5166 0.3571 1.2066
C2 -1.4011 -2.3029 -0.2936
C3 -1.0044 -2.3107 -1.6179
C4 -0.3826 -0.5029 -0.6748
C5 -0.5337 1.3798 1.6876
C6 0.6252 1.2960 0.6350
N1 2.3559 -0.3385 1.6437
N2 -1.0506 -1.1439 0.2871
N3 1.0547 1.0443 -1.6816
N4 0.1432 0.8007 -0.6594
O1 -0.4607 -1.1158 -1.8648
H1 -1.7010 -3.1837 0.1801
H2 -1.0195 -3.1587 -2.2153
H3 -0.3187 0.8193 2.7270
H4 -1.4175 0.9295 1.4026
H5 -0.7271 2.4509 1.9306
H6 1.1266 2.4103 0.5078
H7 1.2302 2.0646 -1.7152
H8 1.9644 0.5048 -1.4856

Summary:
F_max, eV/A: 5.51
Relative energy (zero: lowest compared OMol25 entry of this formula, charge and spin), kJ/mol: 304.0
HOMO, hartree: -0.3091
E, hartree: -527.58268
SMILES: C[C@@H](C#N)N(N)c1ncco1
Lowest unoccupied orbital energy, Ha: 0.0199
HOMO-LUMO gap, eV: 8.952



(4)
Here is 9 unconnected molecules or ions with the total composition C37H59BrFNO24Si at a distorted geometry from OMol25. Energies are from the ωB97M-V functional and the def2-TZVPD basis.

Cartesian coordinates (Å):
C1 1.2569 -5.4381 2.6925
C2 0.5008 -4.9381 1.6573
C3 0.7751 -3.5937 1.0814
Si1 0.2194 -2.2056 2.2165
F1 0.4947 -2.5710 3.7443
Br1 -1.9785 -1.9223 1.9281
C4 1.1591 -0.6660 1.7388
N1 2.5958 -0.8044 2.0445
C5 3.4404 -1.1101 0.8876
H1 2.3281 -5.5832 2.5517
H2 0.8383 -5.7011 3.6602
H3 -0.2789 -5.5523 1.2014
H4 0.2910 -3.4063 0.1161
H5 1.8653 -3.4451 0.9899
H6 0.7343 0.1636 2.3139
H7 0.9733 -0.4983 0.6761
H8 2.7312 -1.4974 2.7691
H9 3.5856 -2.1762 0.7062
H10 4.4393 -0.7033 1.0718
H11 3.0817 -0.6440 -0.0271
C6 -5.9431 1.6117 -0.1778
C7 -4.7409 1.5229 0.7418
C8 -4.4973 2.7237 1.6252
O1 -3.0641 2.6755 1.8063
C9 -2.5400 2.0565 0.7342
O2 -1.3718 2.0275 0.4765
O3 -3.4992 1.4830 -0.0130
H12 -5.6340 1.6185 -1.2182
H13 -6.6007 0.7650 -0.0310
H14 -6.5325 2.5082 0.0212
H15 -4.7817 0.6101 1.3430
H16 -4.9962 2.6635 2.5754
H17 -4.7540 3.6640 1.1343
C10 -3.2823 4.2195 -3.2876
C11 -4.7877 4.2515 -3.5061
C12 -5.3018 5.3989 -4.3479
O4 -6.6298 5.5794 -3.8427
C13 -6.6436 5.1455 -2.5573
O5 -7.5346 5.3233 -1.7934
O6 -5.4971 4.4858 -2.2704
H18 -3.0451 4.3756 -2.2365
H19 -2.8656 3.2578 -3.5823
H20 -2.7737 4.9814 -3.8794
H21 -5.1356 3.2945 -3.9005
H22 -5.3304 5.1751 -5.4113
H23 -4.7381 6.3205 -4.1841
C14 7.1159 -1.7759 4.1526
C15 7.6823 -2.5503 2.9728
C16 9.1124 -2.2192 2.6010
O7 9.1366 -2.5054 1.1965
C17 7.8799 -2.3439 0.7249
O8 7.5869 -2.3197 -0.4286
O9 7.0027 -2.2148 1.7457
H24 6.3046 -1.1257 3.8303
H25 6.7206 -2.4537 4.9077
H26 7.8794 -1.1673 4.6373
H27 7.5601 -3.6250 3.1256
H28 9.8465 -2.8281 3.1225
H29 9.3468 -1.1621 2.7436
C18 -8.4689 3.8836 7.2686
C19 -7.7074 3.0792 6.2275
C20 -6.2230 3.3640 6.1394
O10 -5.9363 3.0574 4.7698
C21 -7.0750 3.2461 4.0573
O11 -7.1357 3.2646 2.8698
O12 -8.1272 3.4147 4.8878
H30 -9.1835 4.5498 6.7896
H31 -9.0222 3.2268 7.9376
H32 -7.7964 4.4777 7.8881
H33 -7.8860 2.0102 6.3616
H34 -5.6223 2.7422 6.7981
H35 -5.9877 4.4157 6.3162
C22 0.4505 2.5358 -1.7377
C23 1.0899 1.8142 -2.9112
C24 2.5450 2.1357 -3.1562
O13 2.6769 1.9172 -4.5693
C25 1.4617 2.1203 -5.1296
O14 1.2629 2.2049 -6.2997
O15 0.5090 2.2181 -4.1759
H36 -0.3286 3.2173 -2.0744
H37 -0.0043 1.8363 -1.0425
H38 1.1916 3.1038 -1.1723
H39 0.9451 0.7348 -2.8244
H40 3.2232 1.4871 -2.6098
H41 2.7808 3.1813 -2.9430
C26 3.4517 -5.1104 -4.3912
C27 4.1616 -4.1835 -3.4176
C28 3.7415 -4.3079 -1.9682
O16 3.9937 -2.9906 -1.4636
C29 3.8952 -2.1329 -2.5024
O17 3.8831 -0.9493 -2.3841
O18 3.8428 -2.7976 -3.6743
H42 2.8458 -4.5390 -5.0915
H43 4.1700 -5.6900 -4.9682
H44 2.8097 -5.8227 -3.8719
H45 5.2447 -4.2834 -3.5096
H46 4.3247 -5.0412 -1.4165
H47 2.6768 -4.5264 -1.8514
C30 -6.2238 -3.7184 1.8206
C31 -6.4022 -3.4600 0.3329
C32 -5.1837 -3.7240 -0.5252
O19 -5.3717 -2.8180 -1.6168
C33 -6.1139 -1.7799 -1.1649
O20 -6.2785 -0.7578 -1.7446
O21 -6.6231 -2.0603 0.0609
H48 -6.3052 -2.7901 2.3828
H49 -6.9880 -4.4001 2.1906
H50 -5.2565 -4.1738 2.0360
H51 -7.2683 -4.0031 -0.0514
H52 -5.1274 -4.7466 -0.8904
H53 -4.2507 -3.4659 -0.0195
C34 6.3181 0.9431 -3.8300
C35 7.4959 1.3973 -2.9844
C36 8.3166 0.2824 -2.3691
O22 8.8354 0.9023 -1.1845
C37 7.9676 1.8752 -0.8176
O23 7.9999 2.4496 0.2230
O24 7.0610 2.0965 -1.7965
H54 5.3796 1.2383 -3.3714
H55 6.3513 1.3792 -4.8273
H56 6.3141 -0.1396 -3.9563
H57 8.1343 2.0840 -3.5450
H58 9.1316 -0.0549 -3.0051
H59 7.7072 -0.5742 -2.0722

Summary:
F_max, eV/A: 1.88
Relative energy (zero: lowest compared OMol25 entry of this formula, charge and spin), kJ/mol: 0.0
HOMO, hartree: -0.3005
E, hartree: -6269.29528
SMILES: C=CC[Si@](F)(Br)CNC.C[C@@H]1COC(=O)O1.C[C@@H]1COC(=O)O1.C[C@@H]1COC(=O)O1.C[C@@H]1COC(=O)O1.C[C@@H]1COC(=O)O1.C[C@@H]1COC(=O)O1.C[C@@H]1COC(=O)O1.C[C@@H]1COC(=O)O1
Lowest unoccupied orbital energy, Ha: 0.0068
HOMO-LUMO gap, eV: 8.362



(5)
Here is a molecular structure, C12H14ClN5O13SV from OMol25. Energies are from the ωB97M-V functional and the def2-TZVPD basis.

Cartesian coordinates (Å):
V1 0.3446 -0.3265 -0.3811
C1 -4.6327 0.8634 2.2688
C2 -3.3864 1.6787 2.3032
N1 -2.2974 1.4184 1.6281
C3 -1.3811 2.3720 2.0088
C4 -1.9510 3.2461 2.9046
N2 -3.2199 2.7812 3.0808
C5 -1.5107 4.4890 3.6357
O1 -0.3196 4.8598 3.4207
O2 -2.3556 5.0023 4.3772
C6 0.0217 2.3193 1.5401
O3 0.8140 3.2720 1.9091
O4 0.4220 1.3853 0.8468
H1 -4.3990 -0.1743 2.5125
H2 -5.0801 0.8829 1.2744
H3 -5.3651 1.2345 2.9858
H4 -3.8575 3.2360 3.7155
H5 0.3359 3.9722 2.5608
O5 -0.5802 -0.2722 -3.7074
S1 0.6705 -0.4947 -2.9913
O6 1.8128 -0.7268 -3.8250
O7 0.4671 -1.5914 -1.9376
O8 0.8997 0.6803 -2.0083
O9 4.1435 -1.6278 1.3350
Cl1 3.1557 -1.6956 0.3003
O10 2.8638 -3.0556 -0.0271
O11 1.9072 -1.0707 0.8708
O12 3.5311 -0.9446 -0.8525
N3 -4.3625 -4.7440 2.5359
C7 -3.6960 -3.6598 3.1437
O13 -4.0002 -3.3592 4.3049
C8 -2.7240 -2.9617 2.3469
C9 -2.4656 -3.2299 0.9710
C10 -1.5452 -2.4985 0.2821
N4 -0.8194 -1.4838 0.8389
C11 -1.0173 -1.2558 2.1722
C12 -1.9249 -1.9343 2.9256
H6 -4.7938 -5.3247 3.2390
H7 -3.8153 -5.2709 1.8727
H8 -3.0046 -3.9971 0.4293
H9 -1.3404 -2.6883 -0.7649
H10 -0.3957 -0.4847 2.6063
H11 -2.0371 -1.7038 3.9762
N5 -1.5896 0.3728 -1.0806
H12 -1.6868 0.1068 -2.0629
H13 -1.5835 1.3836 -1.0138
H14 -2.3523 0.0387 -0.5058

Summary:
F_max, eV/A: 0.70
Relative energy (zero: lowest compared OMol25 entry of this formula, charge and spin), kJ/mol: 104.6
HOMO (spin up / spin down), hartree: -0.0293 / -0.1690
E, hartree: -3520.07518
Lowest unoccupied orbital energy (spin up / spin down), Ha: 0.1623 / 0.1620
HOMO-LUMO gap (spin up / spin down), eV: 5.211 / 9.008
Total charge: -2
Spin multiplicity: 4



(6)
Here is C3H4N4O in the gas phase at a distorted geometry from OMol25. Energies are from the ωB97M-V functional and the def2-TZVPD basis.

Cartesian coordinates (Å):
C1 0.9663 -0.3017 0.7957
C2 -1.5551 0.7575 -0.5797
C3 0.6104 -1.0666 -0.5228
H1 2.8518 0.4062 1.6367
H2 0.0753 0.4517 2.3535
H3 -2.3912 1.5136 -0.5352
H4 0.8284 -2.1212 -0.7212
N1 2.3001 -0.3325 0.8647
N2 0.0492 0.7771 1.1699
N3 -0.8653 0.5490 -1.5508
N4 -0.1215 -0.7232 -1.4896
O1 -1.3789 0.1903 0.7684

Summary:
F_max, eV/A: 6.12
Relative energy (zero: lowest compared OMol25 entry of this formula, charge and spin), kJ/mol: 699.5
HOMO, hartree: -0.3742
E, hartree: -410.73685
SMILES: [H]/N=C1/C=NN=CON1
Lowest unoccupied orbital energy, Ha: -0.0052
HOMO-LUMO gap, eV: 10.042



(7)
Here is 2 unconnected molecules or ions with the total composition Cl2H3NSi at a distorted geometry from OMol25. Energies are from the ωB97M-V functional and the def2-TZVPD basis.

Cartesian coordinates (Å):
N1 -1.1800 0.0174 0.4867
Si1 0.2283 0.2974 -0.5385
Cl1 0.9218 2.1044 0.0297
Cl2 2.0929 -1.8480 0.0861
H1 -0.9430 0.1948 1.4484
H2 -1.7184 -0.8100 0.4247
H3 0.5985 0.0440 -1.9371

Summary:
F_max, eV/A: 2.87
Relative energy (zero: lowest compared OMol25 entry of this formula, charge and spin), kJ/mol: 202.9
HOMO, hartree: -0.3499
E, hartree: -1266.47883
Lowest unoccupied orbital energy, Ha: -0.0194
HOMO-LUMO gap, eV: 8.992